Here is one molecule with the formula C5H10O2 from the Open Molecules 2025 dataset. Energies are from ωB97M-V/def2-TZVPD.

Summary:
Maximum force in eV/A: 0.53
Relative energy (zero: lowest compared OMol25 entry of this formula, charge and spin) in kJ/mol: 179.38
Net charge: 0
SMILES: OC[C@H]1CCCO1

Geometry as XYZ:
```
17
Properties=species:S:1:pos:R:3:forces:R:3
O -1.437502 0.119117 -1.760563 -0.056 0.013 -0.476
C -0.230975 0.818858 -1.565658 0.192 0.318 -0.043
C 0.745182 -0.013217 -0.663652 -0.081 0.036 -0.008
C 1.056804 0.534572 0.746372 0.026 0.046 0.014
C 0.099269 -0.259176 1.669705 0.007 -0.049 0.178
C -0.847161 -0.906834 0.681190 0.094 -0.210 0.174
O 0.060814 -1.239156 -0.400184 -0.185 -0.078 0.050
H -1.173841 -0.806998 -1.591291 -0.353 0.231 -0.245
H -0.454479 1.787874 -1.105667 0.011 -0.076 -0.079
H 0.219043 0.994286 -2.549841 0.192 0.144 0.181
H 1.673680 -0.210429 -1.216364 -0.364 -0.247 0.139
H 0.921351 1.619503 0.800362 -0.078 -0.160 0.028
H 2.091374 0.315913 1.026400 -0.113 0.114 -0.148
H -0.392968 0.370370 2.412961 0.005 -0.111 -0.050
H 0.634964 -1.068205 2.168542 0.111 0.243 0.170
H -1.646250 -0.208560 0.385233 0.417 -0.266 -0.182
H -1.319307 -1.847916 0.962455 0.175 0.053 0.295
```
Forces are in eV/Å.

Here is C5H10O2 as an isolated structure in a non-equilibrium geometry from the Open Molecules 2025 dataset. Energies are from ωB97M-V/def2-TZVPD.

Summary:
Maximum force in eV/A: 4.90
Relative energy (zero: lowest compared OMol25 entry of this formula, charge and spin) in kJ/mol: 551.88
Net charge: 0

Geometry as XYZ:
```
17
Properties=species:S:1:pos:R:3:forces:R:3
C 0.788031 -0.337457 -1.478555 0.312 0.344 0.891
C 0.770486 0.176601 0.108059 1.014 -0.249 -1.089
C -0.271705 1.326707 0.384458 0.732 -0.171 -0.189
O -0.742981 2.039200 -0.743893 -0.186 0.114 -0.022
C -1.160560 0.191180 0.796141 0.404 -0.370 -0.936
C -0.031052 -0.723251 1.133648 0.774 0.179 -0.269
O -0.301032 -2.048125 0.705981 0.225 -0.289 0.288
H 1.522841 -1.145128 -1.507616 0.068 0.227 -0.077
H 1.114723 0.557219 -2.011839 0.208 -0.204 -0.027
H -0.075721 -0.724560 -2.078009 0.167 0.365 1.121
H 1.823686 0.351251 0.281556 0.328 0.177 0.236
H 0.068789 2.084511 1.105055 -0.019 -0.395 0.036
H -1.552340 1.576812 -1.008067 0.242 0.213 -0.091
H -2.026986 0.347793 1.498631 0.275 -0.552 -1.436
H -0.637269 -0.285001 -0.473020 -4.507 0.395 1.875
H 0.377496 -0.753582 2.156701 -0.006 0.298 -0.230
H 0.333594 -2.634169 1.130770 -0.031 -0.080 -0.080
```
Forces are in eV/Å.

Here is one molecule with the formula C5H10O2 from the Open Molecules 2025 dataset. Energies are from ωB97M-V/def2-TZVPD.

Summary:
Maximum force in eV/A: 0.32
Relative energy (zero: lowest compared OMol25 entry of this formula, charge and spin) in kJ/mol: 191.43
Net charge: 0
SMILES: C[C@@H](O)[C@H]1CCO1

Geometry as XYZ:
```
17
Properties=species:S:1:pos:R:3:forces:R:3
C -2.243686 -0.531549 0.237055 -0.012 -0.012 0.051
C -1.062811 0.293931 -0.262849 -0.045 -0.235 -0.213
O -0.934384 1.516501 0.431236 0.080 0.015 0.190
C 0.266905 -0.457288 -0.199647 -0.203 -0.072 -0.192
C 1.465492 0.204275 -0.887202 0.019 0.074 -0.102
C 2.141760 0.056501 0.477599 0.317 0.064 0.021
O 0.895412 -0.323605 1.098302 -0.059 -0.075 0.099
H -3.165825 0.050072 0.149761 0.129 -0.070 0.045
H -2.354659 -1.446192 -0.357950 0.028 0.137 0.088
H -2.111222 -0.815758 1.286696 0.018 0.042 -0.116
H -1.234809 0.551706 -1.316482 0.019 -0.045 0.084
H -0.401290 1.301599 1.214496 -0.094 0.130 -0.077
H 0.134253 -1.518831 -0.448328 -0.013 0.141 -0.013
H 1.907705 -0.323953 -1.733836 -0.042 0.071 0.145
H 1.255478 1.244005 -1.150621 0.055 -0.149 0.013
H 2.569923 0.958870 0.925966 -0.091 -0.122 -0.033
H 2.871764 -0.760279 0.535797 -0.107 0.102 0.009
```
Forces are in eV/Å.

Here is one molecule with the formula C5H10O2 in a non-equilibrium geometry from the Open Molecules 2025 dataset. Energies are from ωB97M-V/def2-TZVPD.

Summary:
Maximum force in eV/A: 1.07
Relative energy (zero: lowest compared OMol25 entry of this formula, charge and spin) in kJ/mol: 256.43
Net charge: 0
SMILES: C[C@]1(O)C[C@@]1(C)O

Geometry as XYZ:
```
17
Properties=species:S:1:pos:R:3:forces:R:3
C 1.376832 -1.111785 -0.802749 -0.171 -0.002 0.554
C 0.870394 0.059905 0.060238 -0.082 -0.248 0.393
O 1.857489 1.028757 -0.043077 -0.283 0.550 -0.266
C -0.011840 0.345421 1.418787 0.536 -0.460 -0.162
C -0.561161 0.453910 0.035895 -0.106 -0.263 -0.051
C -1.564994 -0.616062 -0.319640 -0.076 0.049 -0.208
O -0.829635 1.725329 -0.483632 -0.194 0.285 0.176
H 2.465165 -1.192385 -0.706048 -0.277 -0.087 0.218
H 0.906732 -2.056792 -0.554559 0.037 -0.171 0.046
H 1.185571 -0.911947 -1.878448 -0.120 0.176 0.705
H 1.415162 1.809765 0.291549 0.361 0.775 -0.139
H 0.180436 1.317054 1.926801 0.447 -0.817 -0.534
H -0.421473 -0.384151 2.114254 0.088 -0.123 -0.324
H -2.546301 -0.341200 0.081265 0.070 -0.006 -0.103
H -1.628939 -0.701224 -1.403944 -0.144 -0.108 -0.042
H -1.300633 -1.593150 0.103802 0.035 0.295 -0.111
H -1.392803 2.168563 0.159513 -0.120 0.155 -0.152
```
Forces are in eV/Å.

Here is a 2-piece molecular cluster, C5H10O2 overall from the Open Molecules 2025 dataset. Energies are from ωB97M-V/def2-TZVPD.

Summary:
Maximum force in eV/A: 0.80
Relative energy (zero: lowest compared OMol25 entry of this formula, charge and spin) in kJ/mol: 639.47
Net charge: 0

Geometry as XYZ:
```
17
Properties=species:S:1:pos:R:3:forces:R:3
C 1.854477 0.969247 -0.478442 -0.079 0.053 0.079
C 0.798696 0.358058 0.374449 0.362 0.390 -0.599
O 1.214238 -0.270570 1.450696 -0.194 -0.232 0.617
C -0.600086 0.604344 0.181844 -0.022 0.056 -0.398
C -1.175816 -0.755340 -0.424041 -0.074 0.016 0.684
C -2.022360 -0.761803 0.847931 -0.318 -0.107 0.102
O -1.311659 0.385496 1.400147 -0.180 -0.032 0.029
H 2.688003 0.300139 -0.702439 -0.152 -0.016 0.049
H 1.434137 1.367936 -1.403143 0.050 -0.121 0.132
H 2.253372 1.813661 0.104782 0.037 -0.094 -0.119
H 0.810077 -0.739248 -2.414040 -0.168 -0.019 -0.128
H 0.401349 -0.421993 1.984479 0.223 0.088 0.023
H -0.863246 1.531575 -0.339508 0.058 -0.071 0.125
H 0.066760 -0.731173 -2.296479 0.295 0.022 -0.167
H -0.461416 -1.579657 -0.508473 -0.099 0.139 -0.247
H -2.019940 -1.604456 1.553261 0.128 0.049 -0.189
H -3.066587 -0.466215 0.668976 0.133 -0.123 0.005
```
Forces are in eV/Å.

Here is a 2-piece molecular cluster, C5H10O2 overall from the Open Molecules 2025 dataset. Energies are from ωB97M-V/def2-TZVPD.

Summary:
Maximum force in eV/A: 0.40
Relative energy (zero: lowest compared OMol25 entry of this formula, charge and spin) in kJ/mol: 266.61
Net charge: 0
SMILES: C[C@H]1OCC=C1O.[H][H]

Geometry as XYZ:
```
17
Properties=species:S:1:pos:R:3:forces:R:3
C 1.837256 -0.053723 -1.051405 0.024 -0.012 -0.061
C 0.993533 0.556676 0.057926 0.146 -0.222 0.013
O 0.285860 1.682694 -0.423280 0.032 0.052 -0.057
C -1.047650 1.680435 0.090399 -0.236 0.073 0.075
C -1.248286 0.307795 0.664941 0.177 -0.089 -0.015
C -0.091604 -0.341622 0.604673 -0.216 0.338 -0.025
O 0.164479 -1.606050 1.021059 0.157 -0.045 0.022
H 2.504685 0.704785 -1.468944 -0.088 -0.079 0.064
H 1.206574 -0.443871 -1.855990 0.048 0.055 0.107
H 2.472735 -0.861906 -0.664790 -0.098 0.098 -0.051
H 1.663999 0.854475 0.884536 -0.071 -0.009 -0.068
H -1.737819 1.899685 -0.735422 0.123 -0.018 0.119
H -1.160108 2.480438 0.839031 0.034 -0.120 -0.068
H -2.183721 -0.062964 1.063197 0.128 0.044 -0.099
H 1.000519 -1.902199 0.639638 -0.088 0.032 0.085
H -2.637995 -2.382812 -0.030554 -0.010 -0.064 0.004
H -2.022456 -2.511843 0.364982 -0.060 -0.033 -0.045
```
Forces are in eV/Å.

Here is one molecule with the formula C5H10O2 in a non-equilibrium geometry from the Open Molecules 2025 dataset. Energies are from ωB97M-V/def2-TZVPD.

Summary:
Maximum force in eV/A: 3.86
Relative energy (zero: lowest compared OMol25 entry of this formula, charge and spin) in kJ/mol: 375.41
Net charge: 0
SMILES: C[C@H]1OCC[C@H]1O

Geometry as XYZ:
```
17
Properties=species:S:1:pos:R:3:forces:R:3
C -1.945107 -0.763471 -0.048975 0.022 0.048 0.068
C -0.429685 -0.815140 -0.238325 -0.039 0.405 0.015
O -0.103281 0.041665 -1.319876 -0.018 0.047 -0.348
C 1.259547 0.446978 -1.198560 0.567 -0.119 -0.484
C 1.439914 0.930010 0.194642 0.556 -1.716 -0.362
C 0.424534 -0.304175 0.942300 -0.226 2.439 -0.131
O -0.063187 0.795462 1.699549 -2.817 -0.521 2.595
H -2.444297 -0.929676 -1.009469 0.184 -0.022 0.141
H -2.270577 0.217200 0.313173 0.019 -0.129 -0.041
H -2.296306 -1.524303 0.656100 0.137 0.121 -0.065
H -0.160337 -1.865044 -0.494176 0.229 0.489 0.258
H 1.397097 1.206912 -1.965803 0.187 -0.099 -0.071
H 1.944348 -0.394604 -1.323193 -0.055 -0.246 -0.583
H 2.409255 0.914363 0.674743 0.448 -0.296 -0.457
H 1.112681 2.021553 0.243559 -0.451 -1.803 0.658
H 0.413605 -1.157923 1.701488 1.743 1.025 -1.015
H -0.784444 1.198465 1.225956 -0.487 0.378 -0.179
```
Forces are in eV/Å.

Here is a 2-piece molecular cluster, C5H10O2 overall from the Open Molecules 2025 dataset. Energies are from ωB97M-V/def2-TZVPD.

Summary:
Maximum force in eV/A: 0.49
Relative energy (zero: lowest compared OMol25 entry of this formula, charge and spin) in kJ/mol: 232.29
Net charge: 0
SMILES: C=CCC=O.CO

Geometry as XYZ:
```
17
Properties=species:S:1:pos:R:3:forces:R:3
C 0.174927 -0.978407 -1.524574 -0.069 0.058 -0.042
C -0.895330 -0.196786 -1.450623 0.179 -0.168 -0.101
C -1.876946 -0.262805 -0.305112 0.018 -0.090 0.084
C -1.608885 0.861684 0.661122 0.113 0.030 0.343
O -0.936481 0.756474 1.662640 -0.286 0.031 -0.399
H 0.865426 -0.927911 -2.358186 -0.072 0.116 -0.003
H 0.420867 -1.689053 -0.745027 -0.082 0.003 0.014
H -1.092608 0.531278 -2.231256 -0.009 -0.009 0.017
H -2.902709 -0.173834 -0.681035 0.107 -0.014 0.068
H -1.763459 -1.206770 0.229643 0.001 0.027 -0.021
H -2.058511 1.838662 0.405584 0.052 0.054 -0.006
C 2.213518 0.415289 0.907043 0.282 0.259 -0.112
O 1.526538 -0.712545 1.395831 -0.198 -0.052 0.134
H 3.102821 0.057575 0.382360 -0.085 0.041 0.034
H 2.543293 1.082824 1.715023 -0.062 -0.080 -0.076
H 1.610376 1.001742 0.198990 0.064 -0.114 0.087
H 0.677160 -0.397417 1.737583 0.047 -0.090 -0.021
```
Forces are in eV/Å.

Here is C5H10O2 as an isolated structure in a non-equilibrium geometry from the Open Molecules 2025 dataset. Energies are from ωB97M-V/def2-TZVPD.

Summary:
Maximum force in eV/A: 3.47
Relative energy (zero: lowest compared OMol25 entry of this formula, charge and spin) in kJ/mol: 378.08
Net charge: 0

Geometry as XYZ:
```
17
Properties=species:S:1:pos:R:3:forces:R:3
C 2.273764 0.325375 -0.665291 -0.099 -0.452 -0.014
C 0.964376 -0.278943 -0.148577 -0.332 -0.748 -0.078
C 0.641910 -0.038232 1.335513 0.005 -0.157 0.085
O -0.794689 -0.045687 1.300915 -0.141 0.089 0.195
C -1.143147 -0.163245 -0.033525 -0.288 -2.213 -0.507
C -2.537165 0.294837 -0.369449 0.058 -0.292 0.004
O -0.133706 0.341642 -0.774720 0.012 0.280 -0.095
H 2.304168 0.309651 -1.757867 -0.042 -0.119 0.133
H 3.137639 -0.229415 -0.292920 -0.097 -0.058 -0.030
H 2.418178 1.380013 -0.354878 -0.415 -0.539 0.041
H 0.403195 -1.516931 -0.295053 2.751 2.117 0.158
H 0.975568 0.927009 1.760378 0.011 -0.253 -0.358
H 1.005924 -0.846119 1.977253 -0.054 0.044 -0.073
H -0.834109 -1.613352 -0.308424 -1.683 2.588 0.473
H -2.775479 1.332211 -0.088164 0.464 -0.299 0.050
H -2.681088 0.184425 -1.445912 -0.060 -0.047 0.136
H -3.225336 -0.363246 0.160714 -0.089 0.059 -0.120
```
Forces are in eV/Å.

Here is a 3-piece molecular cluster, C5H10O2 overall from the Open Molecules 2025 dataset. Energies are from ωB97M-V/def2-TZVPD.

Summary:
Maximum force in eV/A: 0.34
Relative energy (zero: lowest compared OMol25 entry of this formula, charge and spin) in kJ/mol: 474.54
Net charge: 0

Geometry as XYZ:
```
17
Properties=species:S:1:pos:R:3:forces:R:3
C -0.187003 2.573689 0.453475 0.020 0.008 0.049
C -0.443382 1.151333 0.092472 0.006 0.013 -0.205
O 0.602587 0.376606 -0.004861 -0.074 0.099 0.093
C 0.443175 -0.956984 -0.123133 0.044 -0.180 -0.126
C -0.598512 -1.515229 -1.041347 -0.024 -0.010 0.056
C 1.687255 -1.666025 0.132973 -0.067 -0.116 -0.044
O 1.850172 -2.856926 -0.055422 -0.014 0.331 0.058
H 0.042971 3.178825 -0.433244 -0.039 -0.069 0.111
H -1.074745 3.000804 0.929129 0.123 -0.061 -0.088
H 0.653590 2.640196 1.148959 -0.107 0.010 -0.100
H -0.988312 -0.010266 1.371833 0.066 -0.190 0.049
H -1.328715 0.876915 -0.476566 0.092 0.012 0.093
H -0.590823 -0.749889 1.302278 -0.112 0.135 0.011
H -0.364376 -2.573428 -1.185849 -0.053 0.153 -0.008
H -1.621659 -1.436379 -0.656127 0.163 0.023 -0.025
H -0.565470 -1.010234 -2.018631 0.017 -0.052 0.112
H 2.483247 -1.023006 0.564060 -0.040 -0.107 -0.035
```
Forces are in eV/Å.

Here is one molecule with the formula C5H10O2 from the Open Molecules 2025 dataset. Energies are from ωB97M-V/def2-TZVPD.

Summary:
Maximum force in eV/A: 0.38
Relative energy (zero: lowest compared OMol25 entry of this formula, charge and spin) in kJ/mol: 188.74
Net charge: 0
SMILES: C[C@@H](O)[C@H]1CCO1

Geometry as XYZ:
```
17
Properties=species:S:1:pos:R:3:forces:R:3
C -2.035819 -0.524506 -0.440710 -0.010 -0.027 -0.006
C -1.033516 0.388342 0.243259 0.099 -0.155 -0.338
O -1.538394 0.739448 1.515278 0.137 0.187 0.164
C 0.316070 -0.284423 0.420844 -0.286 -0.119 -0.045
C 1.230222 -0.405479 -0.803477 -0.034 -0.047 -0.174
C 2.204848 0.444999 0.021804 0.318 0.021 -0.155
O 1.243111 0.604565 1.080903 0.036 0.057 0.123
H -3.014084 -0.038194 -0.504055 0.174 -0.043 0.025
H -1.706950 -0.768904 -1.457828 -0.043 0.020 0.181
H -2.152448 -1.452698 0.129881 0.016 0.126 -0.087
H -0.878339 1.294022 -0.370314 -0.025 -0.105 0.110
H -0.823899 1.217232 1.962479 -0.190 -0.049 0.016
H 0.187158 -1.206603 1.003441 0.010 0.079 -0.067
H 1.558349 -1.413926 -1.061217 -0.021 0.162 0.049
H 0.838691 0.089999 -1.697102 0.054 -0.065 0.138
H 2.505920 1.406618 -0.410601 -0.070 -0.153 0.090
H 3.099085 -0.090486 0.367408 -0.163 0.113 -0.025
```
Forces are in eV/Å.

Here is one molecule with the formula C5H10O2 from the Open Molecules 2025 dataset. Energies are from ωB97M-V/def2-TZVPD.

Summary:
Maximum force in eV/A: 0.59
Relative energy (zero: lowest compared OMol25 entry of this formula, charge and spin) in kJ/mol: 78.88
Net charge: 0
SMILES: CC(=O)C(C)(C)O

Geometry as XYZ:
```
17
Properties=species:S:1:pos:R:3:forces:R:3
C -1.673081 0.420253 1.108515 -0.043 -0.003 -0.002
C -0.775309 0.862741 -0.021027 -0.130 0.329 -0.248
O -1.050636 1.836596 -0.698507 0.104 -0.455 0.367
C 0.542692 0.124546 -0.337311 -0.036 -0.170 0.122
C 1.170704 -0.543125 0.877410 0.009 -0.019 0.085
C 0.293681 -0.910403 -1.446254 -0.056 -0.038 -0.049
O 1.456703 1.096317 -0.800022 -0.050 0.172 -0.172
H -1.900380 -0.650828 1.078609 0.109 0.141 -0.071
H -2.596635 1.000964 1.073910 0.119 -0.109 -0.017
H -1.168807 0.616633 2.062843 -0.031 -0.058 -0.161
H 1.339284 0.182835 1.678253 -0.018 -0.094 -0.088
H 2.140394 -0.955433 0.582249 -0.132 0.057 0.053
H 0.549060 -1.362123 1.252731 0.077 0.126 -0.028
H 1.268241 -1.297283 -1.761741 -0.156 0.039 0.063
H -0.186941 -0.446390 -2.313422 0.054 -0.024 0.141
H -0.320237 -1.752468 -1.107568 0.034 0.146 -0.010
H 0.911266 1.777168 -1.228669 0.146 -0.040 0.016
```
Forces are in eV/Å.